Entry 1:
Molecular formula: C23H24ClN8O7PdTe
Method: DFT, ωB97M-V with the def2-TZVPD basis set

Geometry as XYZ:
```
65
Properties=species:S:1:pos:R:3:mulliken_charge:R:1
Pd 0.2175 0.2530 -0.2387 0.831
N -0.7443 -0.1845 2.2774 -0.411
N -1.7794 -1.0642 2.0067 -0.296
C -2.0866 -1.5139 0.7660 0.723
N -2.9822 -2.4955 0.7340 -0.363
N -1.5187 -0.9511 -0.3129 -0.064
N -1.7667 -1.5019 -1.5781 0.858
O -0.9992 -1.1558 -2.4408 -0.520
O -2.7116 -2.2509 -1.7625 -0.770
H 0.0502 -0.6537 2.6904 0.263
H -1.0605 0.5897 2.8418 0.271
H -2.1874 -1.5797 2.7711 0.171
H -3.3028 -2.9135 1.5901 0.143
H -3.3095 -2.8301 -0.1577 0.215
O 2.7842 -2.0848 -1.7905 -0.573
C 1.9931 -1.7494 -0.9832 0.987
N 1.2058 -1.4475 -0.1193 -0.810
C -1.3585 5.6205 -2.4500 -1.531
C -0.9359 5.5148 -1.0070 1.234
C 0.1947 6.2179 -0.5817 -0.679
C 0.5546 6.2684 0.7498 -0.155
Cl 1.9730 7.1536 1.2216 -0.178
C -0.2075 5.6320 1.7176 -0.543
C -1.3112 4.9047 1.3115 -0.395
C -1.6597 4.8308 -0.0316 0.351
O -2.8023 4.0911 -0.2877 -0.542
C -2.7874 3.1731 -1.3553 -0.956
C -1.5250 2.3277 -1.3589 0.896
O -1.0886 2.0376 -2.5433 -0.559
O -0.9899 1.9636 -0.3003 -0.228
H -0.7487 6.3680 -2.9544 0.476
H -2.4011 5.9344 -2.5261 0.322
H -1.2435 4.6893 -3.0063 0.170
H 0.7829 6.7623 -1.3099 0.422
H 0.0559 5.7100 2.7641 0.450
H -1.9337 4.3871 2.0301 0.483
H -2.9111 3.6293 -2.3335 0.362
H -3.6289 2.4984 -1.1861 0.416
Te 0.9062 1.6095 -2.7594 0.563
C 0.6923 1.4560 -4.8270 0.371
C 1.3795 2.3436 -5.6489 -0.448
C 1.3069 2.1945 -7.0273 -0.599
C 0.5243 1.1872 -7.5738 -0.448
C -0.1731 0.3133 -6.7477 -0.678
C -0.0772 0.4293 -5.3708 -0.291
H 1.9572 3.1561 -5.2252 0.388
H 1.8470 2.8767 -7.6710 0.391
H 0.4555 1.0805 -8.6491 0.385
H -0.7787 -0.4741 -7.1769 0.405
H -0.5906 -0.2762 -4.7295 0.420
N 5.7281 0.1330 -1.1312 -0.269
C 5.6472 1.2911 -0.4355 0.436
O 6.6130 1.9632 -0.1404 -0.621
C 4.2700 1.7536 -0.0214 0.456
C 4.1162 3.0617 0.4245 -0.514
C 2.8682 3.4872 0.8383 -0.705
C 1.8028 2.6061 0.7728 -0.151
N 1.9474 1.3414 0.3551 0.095
C 3.1650 0.9301 -0.0263 -0.804
H 6.6465 -0.1831 -1.3940 0.230
H 4.9363 -0.4137 -1.4227 0.173
H 4.9817 3.7117 0.4421 0.545
H 2.7092 4.4964 1.1902 0.334
H 0.8045 2.9157 1.0527 0.543
H 3.2476 -0.1016 -0.3155 0.320
```

Computed properties:
- ΔE to the lowest compared entry with this formula, charge and spin (eV) = 0.000
- net charge = +1
- E_tot (eV) = -73780.6593
- 2S+1 = 1
- gap between HOMO and LUMO (alpha / beta) (eV) = 7.119 / 7.118



Entry 2:
Molecular formula: C7H10F2O
Method: DFT, ωB97M-V with the def2-TZVPD basis set

Geometry as XYZ:
```
20
Properties=species:S:1:pos:R:3:mulliken_charge:R:1
C -0.0666 -1.0994 0.3088 -0.823
C 1.1731 -0.5741 0.2523 0.568
C -0.9584 0.0661 -0.0368 1.092
C 0.9045 0.8777 -0.1494 0.343
C -1.7046 0.0955 -1.3803 -1.564
C -1.6302 0.7480 1.1348 -1.572
C 3.4631 -0.3277 0.2907 -0.609
O 2.3627 -1.1419 0.5147 -0.427
F 1.1929 1.2544 -1.4039 -0.288
F 1.0709 1.7891 0.7727 -0.268
H -0.4270 -2.1234 0.5763 0.358
H -0.9158 -0.0502 -2.1330 0.364
H -2.3006 0.9246 -1.5246 0.451
H -2.4124 -0.6833 -1.3223 0.400
H -1.4417 0.4079 2.1097 0.400
H -2.7241 0.7192 0.8740 0.411
H -1.3438 1.7227 1.1780 0.384
H 3.1822 0.8069 0.0777 0.247
H 4.0684 -0.7249 -0.4940 0.265
H 4.1294 -0.2942 1.1211 0.269
```

Computed properties:
- ΔE to the lowest compared entry with this formula, charge and spin (eV) = 0.773
- E_tot (eV) = -14899.9524
- 2S+1 = 1
- gap between HOMO and LUMO (eV) = 9.554



Entry 3:
Molecular formula: C9H19Cl2I2O3P2Rh
Method: DFT, ωB97M-V with the def2-TZVPD basis set

Geometry as XYZ:
```
38
Properties=species:S:1:pos:R:3:lowdin_spin:R:1
I 2.8916 -0.4289 1.1606 0.907
I 0.0450 2.2848 -1.4203 0.738
Rh 0.4703 0.1324 0.0480 0.849
P 0.0806 1.4504 1.9819 0.071
C -0.7985 0.4968 3.2536 0.014
C 1.5432 2.2308 2.7640 0.030
H 1.2057 2.9562 3.5206 0.001
H -1.1677 3.3677 2.7240 0.001
H 2.1281 2.7480 1.9905 0.000
H -0.7795 3.5005 0.9706 0.026
H -0.3909 -0.5209 3.3012 0.001
H 2.1606 1.4540 3.2376 0.022
C -1.1129 2.8279 1.7691 0.035
H -0.6939 0.9851 4.2334 0.003
H -2.0939 2.4047 1.5188 0.001
H -1.8504 0.4322 2.9288 0.003
P 1.4717 -0.5542 -2.0873 0.088
C 1.1188 -2.3233 -2.3504 0.021
C 1.0754 0.1387 -3.7574 0.028
H 3.6185 0.5401 -1.8396 0.002
H 3.6462 -0.6614 -3.1750 0.002
H 3.7284 -1.1969 -1.4539 0.025
C 3.3061 -0.4618 -2.1490 0.041
H 1.2329 1.2240 -3.7536 0.018
H 1.7183 -0.3172 -4.5265 0.001
H 1.5217 -2.6249 -3.3272 0.004
H 0.0320 -2.4751 -2.3237 0.001
H 0.0264 -0.0568 -4.0007 0.001
H 1.5879 -2.9080 -1.5513 0.000
C -0.2014 -1.6053 0.5833 0.053
O -0.1439 -2.7466 0.7566 0.001
Cl -2.9834 -1.7381 -1.7268 0.050
C -3.9490 -1.8265 -0.2387 0.106
Cl -4.0478 -3.4395 0.4739 0.073
C -3.2851 -0.7977 0.7693 0.090
O -3.9405 0.2509 0.9150 0.627
O -2.2101 -1.2244 1.2991 0.069
H -4.9603 -1.5175 -0.5189 -0.001
```

Computed properties:
- ΔE to the lowest compared entry with this formula, charge and spin (eV) = 0.000
- net charge = +2
- E_tot (eV) = -78598.0920
- 2S+1 = 5
- gap between HOMO and LUMO (alpha / beta) (eV) = 7.932 / 5.799



Entry 4:
Molecular formula: C8H18N3
Method: DFT, ωB97M-V with the def2-TZVPD basis set

Geometry as XYZ:
```
29
Properties=species:S:1:pos:R:3:mulliken_charge:R:1
C -1.7462 3.7590 0.1194 -1.543
C -1.7347 2.2482 0.2086 -0.566
C -0.6162 1.5163 -0.4534 0.545
C -0.7368 -0.0200 -0.6028 -1.252
N 0.3891 -0.5790 0.1729 0.406
C 0.0972 -0.9698 1.5290 -0.955
C 1.1184 -1.5798 -0.6257 0.361
C 0.4713 -2.9552 -0.6434 -1.412
C 2.5287 -1.8108 -0.1083 -1.420
N 1.2112 0.8417 0.5327 -0.206
N 0.6279 1.7552 0.1313 -0.193
H -1.7282 3.9748 -0.8968 0.405
H -0.8512 4.1784 0.5123 0.384
H -2.5681 4.1928 0.5907 0.428
H -2.6643 1.8898 -0.2392 0.328
H -1.7103 2.1401 1.2453 0.356
H -0.6338 1.8820 -1.4470 0.508
H -1.7226 -0.4219 -0.3572 0.394
H -0.7596 -0.1988 -1.6172 0.449
H 0.2931 -0.2063 2.1815 0.352
H -0.8567 -1.2160 1.7405 0.434
H 0.9103 -1.7339 1.7130 0.396
H 1.2417 -1.0809 -1.6252 0.586
H 0.0103 -3.1281 -1.6472 0.338
H 1.1431 -3.8523 -0.6226 0.467
H -0.3405 -3.1391 0.0974 0.297
H 2.5757 -2.8491 0.3106 0.406
H 2.7569 -1.0210 0.6122 0.382
H 3.2941 -1.6162 -0.8114 0.327
```

Computed properties:
- ΔE to the lowest compared entry with this formula, charge and spin (eV) = 3.002
- net charge = +1
- E_tot (eV) = -13048.3234
- 2S+1 = 1
- SMILES = CC[C@@H]1C[N@@+](C)(C(C)C)N=N1
- gap between HOMO and LUMO (eV) = 11.182



Entry 5:
Molecular formula: C8H21NO2S
Method: DFT, ωB97M-V with the def2-TZVPD basis set

Geometry as XYZ:
```
33
Properties=species:S:1:pos:R:3:mulliken_charge:R:1
C -0.2592 -0.9429 4.1054 -0.964
C -1.6932 -0.8860 3.5199 -0.450
S -1.8172 -0.6963 1.7019 -0.147
C -0.5214 -1.7186 0.9069 -0.610
N 0.8574 -1.3770 1.2383 -0.265
C 1.5208 -0.4960 0.2710 -0.711
C 1.3519 1.0124 0.6600 -0.414
O 0.8576 1.7885 -0.4166 -0.390
C -0.5275 2.0550 -0.3191 -0.595
H 0.4777 -0.4031 3.5204 0.202
H 0.0320 -1.9767 4.3017 0.280
H -0.2922 -0.4582 5.0914 0.356
H -2.2987 -1.7208 3.8850 0.354
H -2.1715 0.0086 3.9314 0.319
H -0.7094 -2.7858 1.0651 0.509
H -0.6603 -1.5626 -0.1746 0.174
H 1.4072 -2.1924 1.4402 0.248
H 1.2499 -0.6902 -0.7740 0.324
H 2.5938 -0.7050 0.3661 0.368
H 0.7443 1.0621 1.5671 0.345
H 2.3339 1.4249 0.9200 0.310
H -1.0810 1.3185 -0.9180 0.181
H -0.7472 3.0355 -0.7586 0.221
H -0.8797 2.0815 0.7117 0.338
C -0.3475 1.3453 -4.1751 -1.175
C 0.2934 0.1646 -3.4717 0.482
O 0.1057 -1.0394 -4.2150 -0.555
H -1.4153 1.1707 -4.3156 0.307
H -0.2132 2.2635 -3.6005 0.287
H 0.0895 1.4874 -5.1668 0.403
H -0.1586 0.0160 -2.4926 -0.281
H 1.3658 0.3333 -3.3309 0.242
H 0.5123 -0.9171 -5.0744 0.305
```

Computed properties:
- E_tot (eV) = -25055.2595
- 2S+1 = 1
- SMILES = CCSCNCCOC.CCO
- gap between HOMO and LUMO (eV) = 9.365



Entry 6:
Molecular formula: C18H8Cl6O6S
Method: DFT, ωB97M-V with the def2-TZVPD basis set

Geometry as XYZ:
```
39
Properties=species:S:1:pos:R:3:mulliken_charge:R:1
O -5.5257 1.4007 -1.5457 -0.508
C -5.1357 2.1882 -0.6857 0.750
O -3.8966 2.1996 -0.0848 -0.344
C -3.1879 1.0798 -0.2632 0.377
C -2.0542 1.0956 -1.0652 -0.774
C -1.2950 -0.0784 -1.2080 -0.388
C -1.6256 -1.2175 -0.4798 -0.117
S -0.6026 -2.7466 -0.5830 1.407
O -0.5570 -3.2342 -1.9989 -0.695
O -1.0664 -3.7546 0.4180 -0.688
C 1.0983 -2.2202 -0.1211 -0.297
C 2.1479 -2.2645 -1.0671 -0.215
C 3.4408 -1.8118 -0.7453 -0.475
C 3.6983 -1.3040 0.5428 0.398
O 4.9657 -0.8577 0.8504 -0.344
C 5.1089 0.4901 0.9160 0.709
O 4.1377 1.2620 1.0429 -0.544
C 6.4893 1.0809 0.8489 -0.043
Cl 6.6704 2.7326 1.3804 -0.117
C 7.6017 0.4218 0.3571 0.290
Cl 7.5346 -1.1637 -0.4048 -0.119
Cl 9.1576 1.1847 0.2946 -0.130
C 2.6737 -1.3104 1.4909 -0.477
C 1.3856 -1.7291 1.1573 -0.362
C -2.7621 -1.2269 0.3484 -0.342
C -3.5745 -0.0814 0.4530 -0.212
C -5.9738 3.2466 -0.1143 -0.203
Cl -5.1725 4.7530 0.3555 -0.151
C -7.3321 3.1069 0.0748 0.451
Cl -8.2083 4.4437 0.7865 -0.154
Cl -8.1929 1.6919 -0.4178 -0.105
H -1.7908 2.0431 -1.5942 0.377
H -0.4005 -0.0553 -1.8013 0.455
H 1.9449 -2.6286 -2.0639 0.485
H 4.2575 -1.8698 -1.4873 0.389
H 2.9248 -0.9483 2.4724 0.426
H 0.6186 -1.6727 1.9236 0.399
H -3.0665 -2.0901 0.9348 0.439
H -4.4354 -0.1557 1.0831 0.452
```

Computed properties:
- ΔE to the lowest compared entry with this formula, charge and spin (eV) = 0.000
- E_tot (eV) = -117047.6188
- 2S+1 = 1
- SMILES = O=C(Oc1ccc(S(=O)(=O)c2ccc(OC(=O)C(Cl)=C(Cl)Cl)cc2)cc1)C(Cl)=C(Cl)Cl
- gap between HOMO and LUMO (eV) = 9.102



Entry 7:
Molecular formula: C11H11N2O
Method: DFT, ωB97M-V with the def2-TZVPD basis set

Geometry as XYZ:
```
25
Properties=species:S:1:pos:R:3:mulliken_charge:R:1
C 3.4993 1.4242 -0.1350 -0.623
C 3.7980 0.0456 -0.0757 -0.443
C 2.1798 1.7812 0.0262 -0.593
C 2.8211 -0.9406 0.0664 -0.620
C -0.1265 1.1735 0.3052 -0.419
C 1.2074 0.8128 0.2591 0.359
C 1.4996 -0.5925 0.2161 0.647
C 0.1797 -2.6519 -0.0527 0.759
C -2.3774 -0.7781 -0.7113 -0.131
C -3.6373 -0.0966 -0.2625 -0.623
C -1.6574 -0.2407 0.5751 -0.548
N 0.5291 -1.5246 0.2455 -0.257
N -2.8830 0.7435 0.6947 0.016
O -0.1750 -3.6867 -0.4772 -0.426
H 4.1573 2.2638 -0.3468 0.393
H 4.7844 -0.3616 -0.2997 0.349
H 1.8803 2.7912 0.1088 0.393
H 3.1916 -1.9031 0.0117 0.484
H -0.4188 2.0509 0.6508 0.443
H -2.4158 -1.8846 -0.6693 0.289
H -1.8727 -0.4345 -1.6549 0.207
H -4.1626 0.4873 -0.9013 0.378
H -4.2011 -0.8552 0.3270 0.273
H -2.5311 1.7418 0.5027 0.367
H -3.2688 0.6347 1.5973 0.325
```

Computed properties:
- ΔE to the lowest compared entry with this formula, charge and spin (eV) = 8.027
- net charge = +1
- E_tot (eV) = -16599.3003
- 2S+1 = 1
- gap between HOMO and LUMO (alpha / beta) (eV) = 5.945 / 7.426